Record 1
Molecular formula: C14H19F9K2O8Pb2
Method: DFT, the ωB97M-V functional and the def2-TZVPD basis

Geometry as ORCA input:
```
! RIJCOSX wB97M-V def2-TZVPD def2/J DEFGRID3
* xyz 4 1
Pb -3.19941 -0.65673 -2.80608
Pb -0.22275 -1.09661 -4.74796
K -3.96543 2.00585 0.64850
K -4.80094 -1.84915 0.39329
O -2.52572 -0.28341 -0.15712
C -1.04819 -0.25506 -0.21923
C -0.25674 0.46866 -1.35036
O -0.67989 0.33366 -2.67643
H -0.71377 -1.28901 -0.13438
H -0.74728 0.19182 0.72832
H 0.77219 0.16615 -1.15569
H -0.28503 1.54622 -1.18860
C -1.38486 -4.47802 1.33376
C -0.97276 -3.76337 2.55737
O -1.16720 -4.57480 3.68957
C -0.51777 -4.22317 4.89969
O 0.21209 -3.25103 5.06850
C -0.78028 -5.25733 6.05789
F 0.34656 -5.85862 6.44771
F -1.23431 -4.57120 7.08603
F -1.70271 -6.20964 5.77109
H -1.42669 -3.78675 0.49203
H -2.40336 -4.85956 1.40563
H -0.84221 -5.37800 1.04451
H -1.53771 -2.83947 2.68121
H 0.06389 -3.51251 2.33263
C 5.21992 -0.43998 -1.53169
C 3.84304 0.09658 -1.22723
O 3.54780 0.02183 0.15920
C 2.98794 -1.07304 0.72950
O 2.74664 -2.16921 0.17405
C 2.60121 -0.78660 2.13421
F 2.70167 0.50072 2.44663
F 1.37984 -1.12764 2.35405
F 3.30705 -1.58807 2.99980
H 5.07437 -1.51191 -1.39788
H 6.11243 0.00228 -1.08907
H 5.32154 -0.33917 -2.61225
H 3.13462 -0.42460 -1.87113
H 3.88286 1.13145 -1.56718
C 0.35309 4.35392 -3.95495
C -0.87822 4.05137 -3.08989
O -1.59477 5.20727 -2.84624
C -2.39972 5.33475 -1.76791
O -2.38319 4.45187 -0.91624
C -3.26728 6.59566 -1.75888
F -2.63310 7.61837 -1.25753
F -3.63480 6.82646 -3.04130
F -4.33681 6.35285 -1.02495
H 0.84102 3.43111 -4.26870
H 1.10224 4.95757 -3.44264
H -0.00187 4.86407 -4.85042
H -0.47228 3.64751 -2.16240
H -1.53497 3.29568 -3.52085
*
```

Computed properties:
frontier orbital gap = 1.57 eV
maximum force = 4.783 eV/Å
energy relative to the best compared isomer or geometry (same formula, charge and spin) = 15.2 kcal per mole
calculated total energy = -3629.4719 Ha

---

Record 2
Molecular formula: C2HBrO3
Method: DFT, the ωB97M-V functional and the def2-TZVPD basis

Geometry as ORCA input:
```
! RIJCOSX wB97M-V def2-TZVPD def2/J DEFGRID3
* xyz 0 1
O -0.91179 0.68719 2.86106
C -0.91505 0.70749 1.72281
O -0.83336 0.90054 0.60941
O 1.22256 0.50913 -1.89149
C 0.63507 -0.37073 -1.37470
Br 1.27646 -1.96296 -0.44014
H -0.47389 -0.47065 -1.48695
*
```

Computed properties:
frontier orbital gap = 11.21 eV
maximum force = 3.397 eV/Å
SMILES = O=C=O.O=CBr
energy relative to the best compared isomer or geometry (same formula, charge and spin) = 3.6 kcal per mole
calculated total energy = -2876.5641 Ha

---

Record 3
Molecular formula: C30H47BaN2O10P2S3Si
Method: DFT, the ωB97M-V functional and the def2-TZVPD basis

Geometry as ORCA input:
```
! RIJCOSX wB97M-V def2-TZVPD def2/J DEFGRID3
* xyz -1 1
Ba 0.56676 1.80047 -0.13239
C -1.00786 -2.23248 -4.57613
C -0.99277 -0.78691 -4.07616
C -2.06123 -0.56038 -3.04778
C -1.03016 0.26570 -5.11489
O 0.25097 -0.65885 -3.30396
Si 1.86820 -0.58149 -3.32919
S 2.90245 0.54727 -1.72146
O 2.44743 0.00098 -4.71161
C 3.15550 1.11030 -5.41311
C 2.46590 1.21237 -6.77806
C 4.62501 0.48450 -5.48145
C 3.19637 2.40368 -4.68147
O 2.36749 -2.12537 -3.12939
C 2.53493 -3.01489 -1.96233
C 2.53024 -4.42236 -2.48200
C 3.92443 -2.69302 -1.44994
C 1.37250 -2.77127 -0.94750
H -1.94370 -2.41574 -5.09981
H -0.88763 -2.93836 -3.71563
H -0.17803 -2.39777 -5.30275
H -3.03508 -0.80378 -3.55644
H -2.09754 0.52197 -2.78685
H -2.04764 -1.26955 -2.27468
H -2.05780 0.30683 -5.49214
H -0.30614 0.05876 -5.90780
H -0.78312 1.28865 -4.76267
H 2.45387 0.24110 -7.22407
H 3.02720 1.95758 -7.33677
H 1.48745 1.63763 -6.66427
H 4.56501 -0.46164 -6.05506
H 4.94115 0.25331 -4.43509
H 5.29388 1.12514 -6.08461
H 2.18265 2.75441 -4.52782
H 3.68282 3.19520 -5.31347
H 3.73427 2.37680 -3.67578
H 3.44840 -4.64887 -3.01630
H 1.60268 -4.66233 -3.04207
H 2.47125 -5.21765 -1.70529
H 4.61692 -2.76553 -2.33232
H 4.22311 -3.40914 -0.64745
H 3.84958 -1.63847 -1.07120
H 0.38231 -2.91702 -1.37125
H 1.60256 -1.72339 -0.53721
H 1.49805 -3.44275 -0.03177
S 1.99646 0.42689 2.81825
C 0.54003 0.19757 3.62457
N 0.02814 -1.02139 4.06427
C -0.86020 -1.11750 5.22029
C -0.72684 0.16049 6.08598
N -0.80354 1.34156 5.23425
C -1.13895 2.59540 5.91799
C -2.59383 2.77819 6.30379
C -2.93632 3.28848 7.55158
C -4.24679 3.58599 7.88205
C -5.23759 3.31507 6.95127
C -4.90481 2.82702 5.68075
C -3.57049 2.55679 5.33643
C -0.33280 1.35014 3.99543
S -0.84560 2.60470 2.89163
C 0.56092 -2.27019 3.54705
C -0.44260 -3.26354 2.99296
C -0.80094 -4.47926 3.61816
C -1.76644 -5.29850 3.12535
C -2.33470 -5.07393 1.88000
C -1.95782 -3.88757 1.23842
C -1.01795 -2.99084 1.74940
H -0.50854 -1.95771 5.85618
H -1.85940 -1.47578 4.87089
H 0.32672 0.08374 6.44776
H -1.56998 0.15217 6.81164
H -0.86122 3.31819 5.16863
H -0.49140 2.65969 6.80021
H -2.12945 3.39540 8.29983
H -4.44501 3.98756 8.89240
H -6.26602 3.50145 7.19380
H -5.63313 2.76860 4.92229
H -3.27954 2.32269 4.29863
H 1.20651 -2.84102 4.28858
H 1.27380 -1.94896 2.74107
H -0.34790 -4.78173 4.56902
H -2.12079 -6.15395 3.76415
H -2.98627 -5.81375 1.44207
H -2.49693 -3.56421 0.33662
H -0.62228 -2.16613 1.19143
O -2.18236 3.81665 -3.33781
P -0.55999 3.54011 -3.10495
O -0.27854 2.32078 -2.27766
O 0.21316 3.77039 -4.40808
O -0.27844 4.84425 -2.13729
P 0.22669 4.85947 -0.57207
O 0.47776 6.42415 -0.26088
O -0.85323 4.22282 0.26352
O 1.59234 4.16872 -0.42871
H -2.74834 3.01844 -3.20500
H -0.24821 6.91874 0.17326
*
```

Computed properties:
frontier orbital gap = 4.75 eV
maximum force = 3.742 eV/Å
calculated total energy = -4226.1098 Ha

---

Record 4
Molecular formula: C26H43ClINO10
Method: DFT, the ωB97M-V functional and the def2-TZVPD basis

Geometry as ORCA input:
```
! RIJCOSX wB97M-V def2-TZVPD def2/J DEFGRID3
* xyz 0 1
O 1.82214 4.23504 1.73483
C 1.33285 3.17502 1.55012
I 1.88345 1.57096 2.88293
C 0.28723 2.96709 0.46280
C -0.39905 1.63520 0.30900
C 0.39434 0.52543 -0.01351
C -0.22336 -0.70149 -0.16542
C -1.60013 -0.85351 -0.02848
C -2.39593 0.25055 0.25861
Cl -4.11021 0.04301 0.31943
C -1.80618 1.52103 0.42992
C -2.65523 2.73387 0.71083
C -2.64408 3.19684 2.17422
C -3.12083 2.15718 3.20164
C -2.13534 1.87559 4.35051
O -0.76574 2.02499 3.99972
C -1.92694 -2.29152 -0.28313
O -2.99211 -2.83504 -0.30940
N -0.68940 -2.94482 -0.48292
C 0.36570 -2.01400 -0.52484
O 1.50390 -2.27344 -0.80062
H -0.42214 3.77016 0.65143
H 0.80725 3.21200 -0.46876
H 1.46251 0.62896 -0.15233
H -3.67406 2.55122 0.37103
H -2.28870 3.55993 0.09661
H -1.64664 3.55689 2.43103
H -3.29795 4.07116 2.22383
H -4.06649 2.50001 3.62554
H -3.34713 1.21293 2.70175
H -2.31060 0.86226 4.72759
H -2.31599 2.55446 5.18384
H -0.56531 1.42508 3.27077
H -0.66516 -3.71573 -1.13784
C -1.75755 -0.05223 -6.39711
O -2.24218 0.05591 -5.07087
C -2.87536 -1.11986 -4.59610
C -1.96483 -1.93308 -3.70395
O -0.84126 -2.44820 -4.39678
C 0.33345 -1.66767 -4.24226
H -1.12131 0.81179 -6.58071
H -1.17220 -0.96362 -6.53952
H -2.58346 -0.04080 -7.11621
H -3.22005 -1.73601 -5.43254
H -3.75161 -0.81320 -4.01685
H -2.52921 -2.78264 -3.30562
H -1.63580 -1.31410 -2.85983
H 0.75222 -1.77992 -3.23710
H 0.14223 -0.61023 -4.43955
H 1.06227 -2.03530 -4.96254
C 5.26231 -4.22791 -5.49602
O 4.24764 -4.53525 -6.43384
C 3.93373 -5.91599 -6.50355
C 2.68177 -6.25522 -5.72527
O 2.84485 -6.04421 -4.33366
C 2.29589 -4.82151 -3.87888
H 5.27556 -3.14590 -5.37613
H 5.06889 -4.69203 -4.52621
H 6.24263 -4.55389 -5.86042
H 4.77221 -6.51717 -6.13723
H 3.77346 -6.16506 -7.55701
H 2.44824 -7.31391 -5.87430
H 1.83995 -5.66633 -6.10443
H 1.20051 -4.86708 -3.86862
H 2.61016 -3.98221 -4.50386
H 2.65155 -4.65741 -2.86291
C 0.40889 5.77122 7.83532
O -0.56866 4.84404 7.40620
C -0.20768 4.14035 6.22621
C 0.31993 2.75547 6.52050
O 1.54205 2.79026 7.24359
C 1.38903 2.55875 8.62943
H 0.13190 6.09521 8.83747
H 1.40443 5.32193 7.86759
H 0.43409 6.64690 7.17694
H 0.53914 4.70649 5.65922
H -1.10278 4.04653 5.60581
H 0.50603 2.25566 5.56866
H -0.43091 2.17668 7.06832
H 1.16181 1.50517 8.82862
H 0.59829 3.17989 9.05768
H 2.33506 2.80838 9.10758
*
```

Computed properties:
frontier orbital gap = 8.04 eV
maximum force = 1.103 eV/Å
SMILES = O=C(I)Cc1cc2c(c(Cl)c1CCCCO)C(=O)NC2=O.COCCOC.COCCOC.COCCOC
calculated total energy = -2581.4352 Ha

---

E_HOMO for every record listed, in sequence, given in eV: -18.60; -10.82; -4.03; -8.96.
LUMO level for every record listed, in sequence, given in eV: -17.03; 0.38; 0.72; -0.92.